Record 1
C3H6BNO2 | wB97M-V/def2-TZVPD

Results
Charge: 0
HOMO level: -9.452 eV
Energy above the lowest of the compared OMol25 structures with the same formula, charge and spin: 176.1 kJ/mol
Gap between HOMO and LUMO: 9.2089 eV

CARTESIAN COORDINATES (ANGSTROEM)
B 1.4202 0.1565 0.0365
C -0.8365 -0.0587 0.1515
C 0.8270 -0.6970 -1.0695
C -2.2450 0.2113 0.5060
N -0.4882 -0.6438 -1.0350
O 0.0860 0.3849 0.8327
O 2.4869 -0.2601 0.8510
H 1.7535 1.1457 -0.6147
H 1.2220 -1.2536 -1.8874
H -2.2996 0.6366 1.4587
H -2.8042 -0.6434 0.2830
H -2.4822 0.9282 -0.3169
H 3.3601 0.0933 0.8041

Forces on the atoms, in the same order (eV/Å):
B 2.17 0.93 0.65
C -0.58 0.05 -1.23
C -2.11 -0.71 -0.24
C 1.53 0.86 -2.46
N -0.39 -1.07 -0.63
O 1.78 1.11 1.65
O -0.63 -1.25 0.99
H -0.66 0.36 0.02
H 0.56 -0.03 -0.68
H -0.48 0.48 1.35
H -1.12 -1.28 0.11
H -0.32 -0.13 0.78
H 0.24 0.68 -0.31

Record 2
C3H6BiO3 | wB97M-V/def2-TZVPD

Results
Multiplicity: 2
Charge: +2
HOMO level (alpha / beta): -18.549 / -21.405 eV
Energy above the lowest of the compared OMol25 structures with the same formula, charge and spin: 56.1 kJ/mol
Gap between HOMO and LUMO (alpha / beta): 7.7050 / 10.3465 eV

CARTESIAN COORDINATES (ANGSTROEM)
C 0.8834 1.1282 1.1148
O 0.5891 0.3675 -0.0572
C -0.1012 -0.8474 0.0223
C -1.5349 -0.5744 0.0330
O -1.9213 0.3266 -0.8171
H 1.3375 2.0585 0.7625
H -0.0462 1.3356 1.6582
H 1.6002 0.5480 1.7076
H 0.3353 -1.5562 0.7305
H -2.2338 -1.1704 0.6254
Bi -0.3584 0.8420 -1.9517
O 0.2632 -1.0960 -1.9073
H 1.1872 -1.3619 -1.9210

Forces on the atoms, in the same order (eV/Å):
C 0.31 0.73 1.66
O 0.68 -0.36 -1.89
C -1.83 0.27 2.99
C 1.33 -1.54 -0.28
O -1.66 -0.65 1.37
H -0.01 -0.23 0.14
H 0.29 -0.07 0.00
H -0.22 0.26 -0.02
H 0.01 -0.21 -0.54
H -0.13 0.20 -0.30
Bi 1.34 2.43 -3.06
O -0.73 -0.66 0.26
H 0.62 -0.20 -0.34

Record 3
C3H6Br2Si | wB97M-V/def2-TZVPD

Results
Charge: 0
HOMO level (alpha / beta): -8.586 / -7.940 eV
Energy above the lowest of the compared OMol25 structures with the same formula, charge and spin: 344.7 kJ/mol
Gap between HOMO and LUMO (alpha / beta): 7.7326 / 7.5341 eV

CARTESIAN COORDINATES (ANGSTROEM)
C 1.7756 -0.7320 -1.7731
C 1.0781 0.3582 -1.8239
C -0.6747 0.4802 2.0438
Si -1.1859 0.1298 0.2568
Br -1.7398 -2.0593 -0.0116
Br -2.8367 1.4711 -0.2703
H 2.7251 -0.8584 -2.4839
H 1.6717 -1.5529 -0.9382
H 1.0434 1.2287 -2.3413
H -0.9657 -0.3854 2.7718
H 0.3427 0.6743 2.1064
H -1.2338 1.2457 2.4634

Forces on the atoms, in the same order (eV/Å):
C 2.40 -1.79 0.38
C -1.62 -2.45 3.01
C -1.77 -3.46 0.44
Si 1.62 -0.48 -0.76
Br 0.12 0.70 0.11
Br -0.36 0.12 -0.14
H -2.05 0.14 1.41
H 0.02 1.60 -1.94
H -0.11 2.29 -1.53
H 0.79 1.04 -1.57
H 1.93 0.31 0.20
H -0.96 1.97 0.39

Record 4
C3H6Br3P | wB97M-V/def2-TZVPD

Results
Multiplicity: 3
Charge: 0
HOMO level (alpha / beta): -5.728 / -10.153 eV
Gap between HOMO and LUMO (alpha / beta): 5.7097 / 6.4680 eV

CARTESIAN COORDINATES (ANGSTROEM)
C -0.7368 -0.8845 -1.1968
C -0.2440 1.0415 0.5465
C -0.1859 -0.4119 0.1026
P -0.0047 2.2331 -0.9192
Br -1.1364 -1.3235 1.5853
Br -2.0570 2.3458 -1.7125
Br -0.0935 4.1782 0.2220
H -1.8636 -1.0290 -1.1670
H -0.4336 -0.1302 -1.9588
H -0.4611 -1.9609 -1.4725
H 0.5646 1.2284 1.1945
H -1.1756 1.3593 1.0271
H 0.7955 -0.7274 0.4597

Forces on the atoms, in the same order (eV/Å):
C -1.05 -1.48 -1.15
C -0.54 0.25 -2.15
C 0.01 -0.43 2.42
P -0.89 -2.62 -0.52
Br -0.41 -0.43 0.31
Br 0.22 -0.01 -0.39
Br 0.16 2.99 1.61
H 1.21 0.94 0.04
H -0.33 -0.91 0.12
H 0.38 1.65 0.43
H 0.91 0.36 0.97
H 0.11 0.00 -0.35
H 0.23 -0.28 -1.35

Record 5
C3H6BrCl2OP | wB97M-V/def2-TZVPD

Results
Charge: 0
HOMO level (alpha / beta): -9.849 / -9.849 eV
Energy above the lowest of the compared OMol25 structures with the same formula, charge and spin: 251.7 kJ/mol
Gap between HOMO and LUMO (alpha / beta): 7.1449 / 7.1459 eV

CARTESIAN COORDINATES (ANGSTROEM)
C 0.0192 0.4916 -1.3815
C -0.2775 0.4754 0.1747
C -1.3561 -0.4464 0.7692
O 0.9916 -0.5173 2.4790
P 1.3051 -0.2777 1.0458
Cl -2.8981 0.0149 0.0344
Cl -0.8394 -2.1461 0.4571
Br 3.1701 1.1317 -0.8666
H 0.3100 1.4741 -1.8101
H 0.7008 -0.2833 -1.7048
H -1.0678 0.3677 -1.7890
H -0.3986 1.4909 0.4980
H -1.2913 -0.2604 1.8190
H 1.6320 -1.5150 0.2748

Forces on the atoms, in the same order (eV/Å):
C -3.42 0.42 0.30
C 2.90 -0.66 -1.09
C 1.03 0.72 -1.62
O 1.39 0.66 -0.77
P -1.14 -0.34 -2.05
Cl -0.05 -0.46 0.50
Cl -1.11 0.08 -0.01
Br -1.00 -0.84 1.75
H 0.21 -0.67 0.90
H -0.11 -0.19 -0.16
H 2.00 -0.33 0.17
H -0.16 0.42 0.52
H -0.76 -0.32 0.70
H 0.22 1.52 0.87

Record 6
C3H6BrF2N | wB97M-V/def2-TZVPD

Results
Charge: 0
HOMO level: -8.758 eV
Energy above the lowest of the compared OMol25 structures with the same formula, charge and spin: 217.0 kJ/mol
Gap between HOMO and LUMO: 9.5248 eV

CARTESIAN COORDINATES (ANGSTROEM)
C -0.9790 -1.4124 -0.1139
C 1.5302 1.0792 0.5035
C -1.2125 0.0338 -0.1529
N 1.7456 1.8672 -0.5070
F -0.5709 0.4749 -1.2099
F -2.4878 0.4033 -0.2856
Br 2.6726 -0.4106 0.5617
H -1.6218 -2.0109 0.5353
H -1.1601 -1.8256 -1.1329
H 0.1052 -1.6370 0.0047
H -0.8406 0.4357 0.8606
H 1.2872 2.7964 -0.6102
H 2.3761 1.5493 -1.3582

Forces on the atoms, in the same order (eV/Å):
C 0.21 -2.66 -1.64
C -0.56 1.51 0.77
C 0.57 -0.53 3.83
N 1.82 -0.52 -2.54
F 1.18 1.52 -1.65
F -1.46 0.10 -0.20
Br 0.41 -0.46 -0.46
H 0.29 0.42 0.35
H -0.19 0.31 0.42
H -0.84 0.32 0.53
H -0.28 0.29 -1.80
H 0.23 -1.39 0.29
H -1.38 1.08 2.09

Record 7
C3H6BrN2O | wB97M-V/def2-TZVPD

Results
Charge: +1
HOMO level: -14.596 eV
Energy above the lowest of the compared OMol25 structures with the same formula, charge and spin: 231.4 kJ/mol
Gap between HOMO and LUMO: 9.1656 eV

CARTESIAN COORDINATES (ANGSTROEM)
C 1.0188 -0.0879 0.5598
C -1.4242 0.9016 0.4285
C 0.1612 -1.1216 -1.4831
N 0.2654 -0.3609 -0.3565
N 0.5741 0.8868 1.4724
O -0.4441 1.6293 0.9496
Br -2.1142 -0.4847 1.3709
H 2.0360 -0.5281 0.9372
H -1.9868 1.4444 -0.3713
H 0.9884 -1.8507 -1.5843
H -0.7929 -1.5845 -1.7168
H 0.4008 -0.3156 -2.1466
H 1.3176 1.4719 1.9401

Forces on the atoms, in the same order (eV/Å):
C 2.73 -0.21 2.16
C 2.18 0.44 -0.24
C 1.91 -1.14 -2.10
N -2.71 1.09 1.95
N 1.61 -0.29 1.64
O -1.16 0.89 -1.08
Br -0.80 -0.38 0.19
H -1.81 0.62 -1.12
H 0.43 -0.61 0.84
H -0.49 0.06 0.10
H -0.17 0.21 0.41
H -0.25 -0.20 -1.88
H -1.47 -0.47 -0.87

Record 8
C3H6BrNO2 | wB97M-V/def2-TZVPD

Results
Charge: 0
HOMO level (alpha / beta): -9.530 / -9.528 eV
Energy above the lowest of the compared OMol25 structures with the same formula, charge and spin: 564.7 kJ/mol
Gap between HOMO and LUMO (alpha / beta): 8.2449 / 8.2410 eV

CARTESIAN COORDINATES (ANGSTROEM)
C -0.8916 0.3672 1.2327
C 0.8764 -0.3806 -1.3108
C 0.5055 -0.2188 1.0270
N -0.1790 0.4144 -1.7313
O -1.3066 -0.0969 -1.8600
O 0.0623 1.5949 -1.9026
Br 0.5910 -2.0001 1.6185
H -1.4831 -0.1291 0.5290
H -1.0032 1.4265 1.2694
H -1.0640 0.1838 2.3766
H 0.6746 -1.3805 -1.4974
H 1.8644 -0.1006 -1.1983
H 1.3533 0.3199 1.4471

Forces on the atoms, in the same order (eV/Å):
C 2.23 -0.54 3.16
C -1.41 -0.88 3.99
C -0.50 0.62 -1.81
N -0.89 0.85 -0.40
O 1.15 0.26 0.14
O -0.27 0.65 -0.13
Br 0.15 -0.46 -0.07
H -1.77 -0.62 -0.51
H 0.41 0.93 -1.02
H -0.35 -0.47 -2.08
H -0.27 -1.75 -0.09
H 1.52 1.35 -0.58
H 0.01 0.06 -0.62

Record 9
C3H6BrNSi | wB97M-V/def2-TZVPD

Results
Charge: 0
HOMO level: -11.047 eV
Energy above the lowest of the compared OMol25 structures with the same formula, charge and spin: 175.1 kJ/mol
Gap between HOMO and LUMO: 10.9122 eV

CARTESIAN COORDINATES (ANGSTROEM)
C -2.2666 -0.1944 -1.0623
C 1.2091 -1.3016 -0.4659
C -0.1318 0.9941 1.2350
N -3.3328 -0.5819 -1.1444
Si 0.0532 0.2848 -0.4872
Br 0.5587 2.1061 -1.6943
H 2.1284 -1.1173 0.0376
H 0.7278 -2.0658 0.1232
H 1.2118 -1.7118 -1.4235
H 1.0109 1.3131 1.4738
H -0.6382 1.8603 1.3765
H -0.5305 0.4143 2.0315

Forces on the atoms, in the same order (eV/Å):
C 5.24 0.92 0.86
C -2.46 1.56 0.72
C 4.20 -1.16 -0.34
N -2.00 -0.58 -0.22
Si -2.20 -0.39 0.68
Br -0.01 -0.93 0.03
H 0.95 0.46 -0.19
H -0.62 -0.08 0.47
H 0.82 -0.52 -1.73
H -2.39 -0.93 -0.27
H -1.65 2.94 -0.50
H 0.12 -1.30 0.49

Record 10
C3H6CaO4 | wB97M-V/def2-TZVPD

Results
Multiplicity: 2
Charge: +1
HOMO level (alpha / beta): -13.003 / -13.004 eV
Gap between HOMO and LUMO (alpha / beta): 8.0541 / 7.2656 eV

CARTESIAN COORDINATES (ANGSTROEM)
O 1.7755 -0.7662 -0.1677
C 0.4105 -0.6982 -0.6002
C -0.5035 -0.5593 0.6084
O -1.8638 -0.4320 0.1637
C -2.3726 0.7574 -0.0006
O -3.5832 0.8760 -0.3230
O -1.7766 1.8380 0.1336
H 1.9999 -1.6497 0.1521
H 0.1697 -1.6008 -1.1729
H 0.3289 0.1664 -1.2680
H -0.2309 0.2970 1.2370
H -0.4702 -1.4633 1.2258
Ca 3.2746 0.7518 -0.0861
H 2.8416 2.4830 0.0980

Forces on the atoms, in the same order (eV/Å):
O -0.07 -0.97 0.23
C -0.93 -0.10 -0.39
C -0.27 0.29 0.25
O 0.50 -1.40 0.09
C 0.16 1.89 0.13
O -0.11 -0.19 -0.08
O -0.10 -0.74 -0.08
H -0.32 -0.16 -0.06
H 0.02 0.22 0.08
H 0.00 -0.10 0.20
H 0.00 -0.07 -0.24
H -0.10 0.13 -0.16
Ca 1.66 0.05 -0.10
H -0.44 1.15 0.11

What did the second record say?
C3H6BiO3 | wB97M-V/def2-TZVPD

Results
Multiplicity: 2
Charge: +2
HOMO level (alpha / beta): -18.549 / -21.405 eV
Energy above the lowest of the compared OMol25 structures with the same formula, charge and spin: 56.1 kJ/mol
Gap between HOMO and LUMO (alpha / beta): 7.7050 / 10.3465 eV

CARTESIAN COORDINATES (ANGSTROEM)
C 0.8834 1.1282 1.1148
O 0.5891 0.3675 -0.0572
C -0.1012 -0.8474 0.0223
C -1.5349 -0.5744 0.0330
O -1.9213 0.3266 -0.8171
H 1.3375 2.0585 0.7625
H -0.0462 1.3356 1.6582
H 1.6002 0.5480 1.7076
H 0.3353 -1.5562 0.7305
H -2.2338 -1.1704 0.6254
Bi -0.3584 0.8420 -1.9517
O 0.2632 -1.0960 -1.9073
H 1.1872 -1.3619 -1.9210

Forces on the atoms, in the same order (eV/Å):
C 0.31 0.73 1.66
O 0.68 -0.36 -1.89
C -1.83 0.27 2.99
C 1.33 -1.54 -0.28
O -1.66 -0.65 1.37
H -0.01 -0.23 0.14
H 0.29 -0.07 0.00
H -0.22 0.26 -0.02
H 0.01 -0.21 -0.54
H -0.13 0.20 -0.30
Bi 1.34 2.43 -3.06
O -0.73 -0.66 0.26
H 0.62 -0.20 -0.34

Look up the charge of the first one. 0

Which formula does entry 6 have? C3H6BrF2N